Entry 1:
Formula: C12H18N2P
Source: the Open Molecules 2025 dataset
Level of theory: ωB97M-V with the def2-TZVPD basis set

Each line ends with the Mulliken charge.
CARTESIAN COORDINATES (ANGSTROEM)
H1 2.05101 4.25383 0.53359  0.332
C1 0.04022 4.48096 0.29104  -0.704
H2 0.52061 -4.89603 0.98179  0.336
C2 1.11257 -2.46785 -0.35956  0.435
H3 -2.06982 4.23562 -0.32310  0.258
C3 -1.08156 2.20132 -0.50307  -0.643
H4 1.54700 -3.79951 -1.74646  0.318
H5 0.99199 3.48129 1.79812  0.387
C4 1.52918 -3.88819 -0.62908  -0.698
H6 -1.58183 -5.05274 0.04256  0.400
C5 -1.20857 3.57675 0.20637  -0.552
H7 2.41631 -4.12299 -0.15697  0.523
N1 -0.56427 -0.86090 0.22908  -0.151
H8 2.35380 1.92207 0.42716  0.205
H9 -1.02687 2.35752 -1.55681  0.359
H10 -1.57780 3.38161 1.28688  0.308
H11 -1.42865 -0.58366 0.52205  0.214
C6 1.43215 2.30691 -0.08380  -0.508
C7 1.27614 3.60026 0.72301  -0.853
H12 1.57924 2.58887 -1.06706  0.396
H13 0.17321 5.17809 -0.56780  0.370
H14 0.73043 -5.92206 -0.59513  0.286
C8 0.16222 1.46319 -0.18609  0.467
C9 0.56146 -4.91184 -0.13539  -0.759
H15 -2.02628 1.60214 -0.38394  0.355
C10 -0.31758 -2.17937 -0.22317  0.523
P1 2.26237 -1.19055 -0.19781  0.175
H16 -0.16389 5.10735 1.16982  0.291
C11 -1.23731 -3.11812 -0.42527  -0.760
H17 -1.10974 -5.04189 -1.57308  0.344
N2 0.22377 0.16865 -0.11734  -0.242
C12 -0.89905 -4.52376 -0.58570  -0.834
H18 -2.27403 -2.88762 -0.51310  0.420

Summary:
ΔE to the lowest compared entry with this formula, charge and spin in kcal/mol: 89.9
LUMO in eV: -4.6
Orbital gap in eV: 7.18
Charge: +1
E in Ha: -918.5201



Entry 2:
Formula: C10H26Br2N4O3P
Source: the Open Molecules 2025 dataset
Level of theory: ωB97M-V with the def2-TZVPD basis set

Each line ends with the Mulliken charge.
CARTESIAN COORDINATES (ANGSTROEM)
C1 0.96721 -0.19154 5.00960  -0.692
N1 -4.42957 -0.36564 -3.70406  -0.193
H1 0.34210 1.26153 -4.11619  0.370
H2 3.74692 -0.12026 2.47791  0.131
C2 1.05439 0.46064 1.09005  -0.569
H3 0.58542 -0.04020 1.93945  0.092
H4 -5.35192 3.10845 -3.44182  0.330
C3 -0.02992 1.82744 -3.27192  -1.469
C4 2.74322 -2.22307 1.17757  -0.849
H5 3.12941 -1.33024 5.20345  0.398
H6 0.26118 0.62420 5.15917  0.228
H7 -5.37768 -0.01901 -3.75909  0.260
H8 3.67901 -2.76365 1.00624  0.412
H9 -1.62194 0.09927 -4.06507  0.457
C5 2.66185 -1.06879 0.18293  -0.552
H10 1.92494 1.02946 1.42164  0.321
H11 -3.86613 0.42392 -0.83184  0.458
H12 4.60747 -1.50798 3.16554  0.389
H13 1.15175 -0.67400 5.97233  0.341
C6 -1.36993 -0.24069 -3.07042  -0.181
H14 -0.80738 2.48468 -3.63764  0.326
H15 1.93168 -2.91652 0.94270  0.402
H16 -2.68980 -1.74862 -2.73101  0.361
Br1 -5.15976 3.53288 -0.60095  -0.202
O1 2.15282 0.36661 4.47577  -0.332
H17 1.71873 -1.56707 2.79286  0.091
H18 4.11991 0.09217 4.87394  0.396
N2 -4.29863 0.68132 -1.72145  -0.301
H19 0.21979 0.37156 -1.76728  -0.230
C7 3.28037 -0.50246 4.50542  -0.825
Br2 -0.16506 -1.76251 -3.32879  -0.095
H20 0.32212 1.16155 0.68295  0.328
C8 3.63827 -1.00317 3.12059  -0.144
H21 -1.24265 1.31513 -1.55585  0.117
O2 -4.57130 2.52819 -3.50494  -0.457
H22 3.42777 -0.30452 0.35363  0.393
C9 -0.61840 0.81294 -2.27973  0.593
H23 -4.05668 -0.86191 -4.50218  0.256
H24 0.51061 -0.91344 4.32280  0.281
N3 2.64106 -1.93582 2.60745  -0.304
C10 -3.75204 -0.16379 -2.62539  0.093
H25 2.87069 -1.48776 -0.80479  0.376
P1 -3.87490 2.41538 -2.03457  0.439
O3 1.38028 -0.46502 0.06690  -0.355
N4 -2.56520 -0.80879 -2.35665  -0.301
H26 0.77994 2.38916 -2.83929  0.413

Summary:
LUMO in eV: -4.3
Orbital gap in eV: 6.21
Charge: +1
E in Ha: -6330.4995



Entry 3:
Formula: C18H39N4OPSiW
Source: the Open Molecules 2025 dataset
Level of theory: ωB97M-V with the def2-TZVPD basis set

Each line ends with the Mulliken charge.
CARTESIAN COORDINATES (ANGSTROEM)
H1 -2.24483 -0.69273 0.03914  0.187
C1 -2.39414 3.70371 0.25730  -1.020
N1 -3.62992 1.16425 0.65738  0.120
H2 4.97585 -0.88883 0.80575  0.488
C2 1.49861 1.94266 -4.92182  -0.733
C3 0.46627 -1.25496 4.14905  -1.344
H3 0.22532 1.74391 0.42288  0.522
H4 1.49790 -1.19513 4.53510  0.372
H5 -4.73516 2.98701 0.61335  0.348
H6 -1.52882 -2.63661 -1.25319  -0.187
H7 -0.22521 -1.28882 5.00254  0.437
C4 0.65104 -0.61727 -4.10921  -0.073
C5 -2.34818 1.23108 0.22649  0.606
H8 3.85391 0.01481 1.88513  0.334
C6 -0.35820 2.37215 -0.32647  -1.474
H9 3.52383 -0.98739 -2.01427  0.367
H10 2.49612 -2.57875 2.29907  0.275
H11 0.98554 1.17225 4.92434  0.437
H12 1.80969 2.93495 -5.24318  0.388
C7 -4.69443 2.01070 0.11739  -1.186
O1 0.67490 -0.24078 1.98903  -0.466
H13 0.02376 3.38789 -0.26483  0.379
C8 -0.90474 -3.47437 1.09493  -1.053
H14 2.21365 -3.62101 0.86979  0.311
H15 -0.22417 2.02989 -1.35607  0.541
H16 1.26868 1.18599 -6.94121  0.409
Si1 -0.26455 -2.58500 -0.45522  0.219
C9 3.33574 -1.85929 -1.37660  -1.265
H17 0.48847 -1.06222 -6.19666  0.404
H18 4.16151 0.60010 0.21953  0.357
N2 -1.61689 0.11065 0.10098  -0.461
N3 -1.75539 2.41923 0.02712  0.238
H19 2.63240 -2.51973 -1.89361  0.267
H20 -4.73265 -0.64427 0.62712  0.408
C10 1.01971 0.36457 -3.14343  0.393
C11 2.81717 -2.79901 1.27290  -1.141
H21 4.28294 -2.39042 -1.19957  0.514
W1 0.45446 -0.21749 -0.06211  0.869
C12 -4.10070 -0.05178 1.31109  -1.195
C13 1.18080 0.96063 -5.87239  -0.408
H22 -0.93824 0.08697 3.21953  -0.044
C14 0.16393 -0.01874 3.29091  0.762
H23 -2.81916 3.75657 1.26355  0.419
H24 3.88000 -3.08801 1.26620  0.513
H25 0.35836 -2.18680 3.57385  0.217
H26 1.61927 1.63071 3.31453  0.219
P1 2.66291 -1.30564 0.23795  0.783
H27 -1.62753 4.47152 0.16522  0.336
C15 0.74786 -0.30829 -5.45676  -0.694
H28 -0.04898 2.07073 3.79849  0.301
H29 0.28079 -1.57691 -3.73952  0.328
H30 1.65063 2.40376 -2.79295  0.456
H31 0.61323 -3.57598 -1.13105  -0.078
H32 -4.60576 2.14260 -0.97478  0.398
H33 -3.16381 3.92700 -0.48815  0.394
C16 4.04826 -0.29344 0.84903  -1.277
H34 -3.23832 -0.65547 1.63754  0.380
H35 -5.63441 1.50520 0.33407  0.421
C17 1.42635 1.66602 -3.56479  -0.069
H36 -4.66197 0.21222 2.21339  0.382
H37 -1.58352 -2.83072 1.66888  0.255
C18 0.72510 1.29311 3.86228  -1.241
H38 -0.07548 -3.79833 1.73089  0.279
H39 -1.46949 -4.35257 0.75051  0.423
N4 0.90969 0.09393 -1.84638  -0.047

Summary:
LUMO (spin up / spin down) in eV: -8.4 / -8.4
Orbital gap (spin up / spin down) in eV: 5.53 / 5.54
Charge: +2
E in Ha: -1700.8861



Entry 4:
Formula: C2H4BrP
Source: the Open Molecules 2025 dataset
Level of theory: ωB97M-V with the def2-TZVPD basis set

Each line ends with the Mulliken charge.
CARTESIAN COORDINATES (ANGSTROEM)
H1 -2.95250 -0.55810 -0.12948  0.311
Br1 -2.25194 -3.01542 -0.03742  -0.137
C1 -0.79911 -0.60350 -0.11590  -0.241
P1 0.90051 1.61058 -0.14494  0.049
H2 1.72890 0.85820 -1.01772  0.083
C2 -1.98939 -1.09618 -0.23046  -0.366
H3 1.06935 0.74550 1.11026  0.091
H4 -0.04877 -1.44467 0.22499  0.209

Summary:
ΔE to the lowest compared entry with this formula, charge and spin in kcal/mol: 105.3
LUMO (spin up / spin down) in eV: -1.6 / -1.7
Orbital gap (spin up / spin down) in eV: 7.94 / 7.46
E in Ha: -2993.7867